No. 1
DFT (ωB97M-V/def2-TZVPD) results for 7 unconnected molecules or ions with the total composition C5H25NO8 at a distorted geometry.

## Properties
orbital gap (alpha / beta): 10.56 / 5.64 eV
LUMO energy (alpha / beta): -2.87 / -7.78 eV
highest occupied orbital energy (alpha / beta): -13.43 / -13.43 eV
2S+1: 2
total charge: +1
⟨S²⟩: 0.756

```
39
Properties=species:S:1:pos:R:3:forces:R:3
H -0.200 3.168 -3.031 -0.7 0.6 -0.6
O 0.280 2.349 -3.114 0.3 -0.1 0.7
H 0.649 -0.720 -2.240 -0.7 -0.1 -0.1
H -2.823 -1.485 1.539 0.2 -0.2 -0.7
C -2.421 -2.389 1.043 1.9 -2.1 1.6
H -3.111 -3.003 0.494 -0.8 0.0 0.3
H 1.477 1.548 3.534 0.3 1.9 1.1
H -0.125 -4.685 0.022 0.1 -0.6 -1.6
H 2.182 -1.397 -1.961 -1.0 -0.1 1.1
H 0.497 1.392 0.663 -0.4 -0.1 0.4
O 0.116 -4.234 0.803 0.1 1.2 2.1
O -2.114 0.729 -2.847 -0.5 -1.9 1.0
N -1.314 -2.157 0.100 -2.1 3.3 0.2
H -2.563 1.357 -3.378 -0.3 1.0 -0.8
O 1.941 2.416 -1.014 0.4 0.0 0.0
C -0.526 -0.988 0.375 1.0 -0.5 1.2
H -0.706 2.636 2.324 -0.7 -0.5 -0.2
H 0.878 -2.514 -1.895 -0.6 0.2 -0.2
H 0.875 2.498 -2.346 0.0 -0.6 -0.2
O 1.770 -0.074 0.119 -1.5 -0.7 -1.1
H -0.376 -0.938 1.479 -0.6 0.2 -0.7
H -2.091 0.787 0.104 -0.5 -1.6 -0.1
O -0.456 1.330 0.853 0.3 -0.5 -1.7
H 0.711 0.313 3.433 -1.3 -1.1 1.0
O 1.307 0.842 2.959 1.3 -1.3 -2.1
H 2.649 2.204 -1.632 0.3 0.4 -0.1
H -1.223 1.016 -2.678 0.6 1.0 -1.0
O -0.012 3.134 2.733 0.8 1.1 0.2
H 0.593 3.272 1.988 -0.1 0.2 0.4
H -1.650 -2.112 -0.867 0.4 -0.8 -0.2
H 0.689 -3.463 0.664 -0.2 -1.1 -0.5
H -0.952 0.620 -1.157 0.9 -0.1 0.7
H 1.939 1.609 -0.484 -0.1 -0.2 0.0
H 1.299 -2.034 0.497 0.1 0.3 -0.5
C 1.104 -1.482 -1.619 1.5 -0.6 -0.8
H -1.954 -3.037 1.912 -1.0 1.1 -1.6
C 0.908 -1.230 -0.148 1.9 1.2 -0.1
C -1.066 0.450 -0.085 -0.4 1.2 1.3
H 2.204 -0.199 0.939 0.7 0.0 1.7
```
Forces are in eV/Å.

natural (NBO) atomic charge list, values in e, 5 entries:
1 H 0.471
2 O -0.979
3 H 0.243
4 H 0.262
5 C -0.468

***

No. 2
DFT (ωB97M-V/def2-TZVPD) results for 8 unconnected molecules or ions with the total composition C5H26N10O8 at a distorted geometry.

## Properties
orbital gap: 9.49 eV
SMILES: NC(N)=O.NC(N)=O.NC(N)=O.NC(N)=O.NC(N)=O.O.O.O
LUMO energy: 0.03 eV
highest occupied orbital energy: -9.46 eV
total charge: 0

```
49
Properties=species:S:1:pos:R:3:forces:R:3
O -5.660 -17.087 24.612 -6.7 2.1 -3.9
N -4.684 -18.689 25.768 -1.6 -4.2 1.5
C -7.339 -0.604 21.811 -0.1 -1.3 0.6
H -3.976 -3.561 26.163 -0.1 -0.2 0.2
N -4.377 -8.514 23.736 -0.6 0.7 -0.9
H -6.128 -1.952 22.827 -0.4 -0.1 -0.1
H -3.120 -17.331 26.133 0.7 1.2 -0.4
H -2.295 -7.747 24.529 0.8 -0.3 0.7
H -6.811 1.228 21.733 0.9 0.3 0.5
H -5.786 0.121 22.794 -0.1 1.2 -0.2
H -1.946 -9.161 25.627 0.3 0.6 -0.3
H -5.159 -8.899 23.227 0.4 -0.2 0.3
O -3.585 -2.929 25.560 0.0 0.0 -0.3
H -1.531 -12.426 27.393 -0.2 0.1 -0.2
H -9.116 -10.793 25.830 0.4 0.3 0.6
N -6.470 0.346 22.085 1.2 1.5 0.0
H -4.076 -7.591 23.458 -0.2 -0.3 0.0
O -8.313 -0.437 21.141 -1.9 0.2 -1.2
N -2.494 -8.641 24.957 1.5 1.2 0.2
N -7.030 -1.771 22.410 -0.1 -1.9 0.6
N -3.725 -16.850 25.482 4.6 2.9 1.8
O -3.821 -10.401 24.896 -0.4 -0.5 -0.3
H -5.562 -19.174 25.653 0.5 -0.9 0.8
H -3.993 -18.809 26.495 -0.9 -0.9 0.0
O -0.901 -12.539 28.105 0.2 0.1 0.1
N -11.882 -10.237 26.942 -2.1 0.3 1.5
C -10.949 -10.226 25.987 -3.6 0.4 1.0
H -1.118 -13.390 28.485 0.0 -0.2 0.1
H -7.577 -13.029 20.214 0.2 -0.4 0.4
H -9.400 -8.455 20.469 -0.1 0.0 0.3
C -4.840 -17.486 25.307 3.5 0.2 0.1
N -7.078 -13.892 20.052 0.2 0.9 3.7
H -9.376 -8.380 18.957 -0.1 0.1 -0.2
H -11.600 -10.485 27.879 -0.9 0.2 -0.2
N -9.811 -10.469 26.488 6.0 -1.2 1.3
N -7.584 -13.486 18.040 -1.3 1.8 -4.0
O -6.401 -15.364 18.491 0.0 0.6 -0.4
C -3.563 -9.272 24.515 -1.7 -1.4 0.4
H -6.836 -14.433 20.870 0.1 0.0 -0.5
O -11.224 -10.036 24.857 -0.4 0.5 -4.3
H -12.807 -9.950 26.655 0.2 -0.2 0.6
H -7.756 -2.472 22.448 0.4 0.1 -0.1
H -9.686 -10.407 27.488 0.6 -0.3 -0.6
H -3.672 -2.087 26.006 0.0 0.2 0.1
H -7.465 -13.703 17.060 -0.4 0.8 0.0
H -3.526 -15.919 25.146 -0.2 -0.3 0.2
O -8.823 -8.571 19.715 0.3 -0.1 0.0
H -7.906 -12.608 18.421 0.0 -0.2 -0.9
C -6.937 -14.303 18.803 1.1 -3.5 1.8
```
Forces are in eV/Å.

natural (NBO) atomic charge list, values in e, 5 entries:
1 O -0.634
2 N -0.832
3 C 0.759
4 H 0.470
5 N -0.845

***

No. 3
DFT (ωB97M-V/def2-TZVPD) results for 6 unconnected molecules or ions with the total composition C5H26N3O5 at a distorted geometry.

## Properties
orbital gap: 9.89 eV
LUMO energy: -2.47 eV
highest occupied orbital energy: -12.35 eV
total charge: +1

```
39
Properties=species:S:1:pos:R:3:forces:R:3
H 0.246 -3.956 0.333 0.0 -0.3 -0.4
C 0.015 -0.049 2.470 0.2 0.1 0.1
H 0.416 -1.032 -3.198 0.1 0.3 0.3
N 0.383 -2.012 -0.462 0.6 -0.4 -0.6
H 1.464 -1.257 2.960 0.6 -0.3 -0.1
O 1.895 3.417 -1.226 -0.8 1.0 0.0
C 0.731 -3.019 0.547 -0.8 0.1 1.5
O 1.980 1.023 -1.480 0.9 -2.6 0.0
O 1.262 -1.334 -2.850 0.8 -0.8 0.0
C -0.777 0.515 1.295 0.7 0.1 0.5
H -3.965 -0.465 -2.767 0.0 0.1 -0.1
N -0.538 2.949 0.777 -0.7 -0.7 0.1
H 1.803 -3.158 0.638 0.1 0.1 -0.5
H 0.967 3.667 -1.101 0.0 0.4 0.2
H -0.838 -2.324 1.895 -0.2 -0.5 0.3
H 0.665 0.775 2.785 0.2 -0.2 -0.1
H -1.067 2.161 2.685 0.4 -0.2 0.1
H 1.665 -0.621 -2.317 -0.5 0.4 -0.7
H -0.586 -0.244 3.373 -0.3 -0.2 -0.4
H 1.711 1.904 -1.180 0.4 0.3 0.3
H -2.302 1.994 1.547 0.3 0.3 -0.5
O -3.617 -0.777 -1.927 0.0 -0.2 0.1
N 0.901 -1.189 2.127 -0.5 0.4 0.6
H -4.175 -1.537 -1.717 0.1 0.1 0.0
H -0.565 3.834 1.272 0.6 0.0 -0.3
C -1.205 1.947 1.622 -1.3 -0.1 0.1
H -0.601 -2.035 -0.735 0.1 0.1 0.1
H -1.616 -0.108 0.993 -0.1 0.0 0.0
O -0.509 0.579 -2.280 -0.5 -1.3 0.9
C 0.237 -2.489 1.914 1.1 0.4 -0.7
H -1.389 0.934 -2.074 0.8 0.6 -1.0
H 0.601 -1.085 -0.089 0.0 0.2 0.1
H 2.853 0.817 -1.098 -0.5 0.6 -0.2
H 0.391 2.596 0.589 0.3 0.6 0.4
H 0.937 -2.083 -1.353 -0.5 0.1 -0.1
H 1.961 3.354 -2.185 0.4 0.3 -0.2
H 0.606 -3.222 2.638 -0.7 0.1 0.2
H 0.116 0.973 -2.894 -0.9 0.9 0.1
H -0.058 0.558 0.472 -0.2 0.1 -0.3
```
Forces are in eV/Å.

natural (NBO) atomic charge list, values in e, 5 entries:
1 H 0.223
2 C -0.222
3 H 0.501
4 N -0.717
5 H 0.382

***

No. 4
DFT (ωB97M-V/def2-TZVPD) results for 8 unconnected molecules or ions with the total composition C5H26NO8 at a distorted geometry.

## Properties
orbital gap: 10.33 eV
LUMO energy: -2.61 eV
highest occupied orbital energy: -12.94 eV
total charge: +1

```
40
Properties=species:S:1:pos:R:3:forces:R:3
H -3.249 0.245 0.088 0.1 0.1 0.5
H -0.159 -1.868 0.729 0.0 0.5 0.7
O -2.988 -2.551 -1.811 0.6 0.9 -0.6
C 0.703 0.082 -1.693 1.3 0.8 0.3
H 0.175 3.327 -1.429 -0.1 -0.2 -0.2
H 1.583 1.528 0.691 -0.7 0.0 0.0
H 0.046 -3.296 0.402 0.2 -0.8 0.4
H -0.274 1.289 3.001 -0.3 -0.7 0.3
H 1.667 -2.863 2.909 2.2 -0.3 0.8
H -3.386 -3.410 -1.743 -0.4 -0.4 0.3
O 3.470 -1.068 1.387 0.9 -0.7 0.2
H 0.362 0.037 3.655 1.2 -0.5 0.4
H 0.970 -0.303 -3.768 0.3 0.2 -0.2
O -0.154 -2.468 -0.008 -0.2 0.4 -1.2
H 0.283 -3.517 3.234 0.3 -0.2 0.4
H -0.708 2.214 -0.324 0.1 -0.1 -0.4
H -1.253 -1.189 -3.824 -0.5 0.6 -0.3
C 0.491 -0.519 -2.835 -1.6 0.4 -0.4
H 4.390 -1.220 1.734 -1.4 0.1 -0.6
H -1.233 -1.724 -2.248 -0.3 0.3 0.5
H 0.503 4.637 0.423 0.2 -0.2 -0.4
H -1.832 3.355 1.514 0.1 0.1 0.7
O -0.447 0.380 3.332 -1.1 1.1 -1.0
O -1.685 2.810 2.304 -0.4 -0.2 0.1
H 2.673 0.478 -1.313 0.4 0.5 0.3
O 0.063 3.796 0.579 -0.3 0.1 0.2
N -0.660 -1.441 -3.054 1.4 -0.9 0.6
H -0.234 -2.311 -3.339 0.0 -0.7 -0.2
H -2.364 2.997 2.972 0.2 0.1 -0.5
H 2.231 2.800 -0.231 0.5 0.1 -0.1
C 1.794 1.101 -1.460 -0.4 0.8 0.4
H -2.549 -0.659 1.186 -0.3 0.4 -0.7
C 1.462 2.037 -0.272 1.0 -0.6 0.2
O 0.760 -2.854 2.738 -2.5 0.6 -1.1
H 0.328 -0.222 -0.735 -1.0 -0.3 -0.1
C 0.187 2.828 -0.459 -0.1 0.3 0.8
H 1.998 1.891 -2.187 -0.1 -1.0 -1.1
H -3.426 -1.914 -1.227 0.1 -0.4 0.3
H 3.248 -1.849 0.841 0.4 0.6 0.4
O -2.785 -0.584 0.239 0.2 -0.3 0.1
```
Forces are in eV/Å.

natural (NBO) atomic charge list, values in e, 5 entries:
1 H 0.484
2 H 0.490
3 O -0.995
4 C -0.120
5 H 0.169

***

In eV, the energy values for the records above are, in order, -23450.563 -36889.387 -20308.304 -23470.073.
In kcal/mol, the energy relative to the best compared isomer or geometry (same formula, charge and spin) values for the records above are, in order, 54.7 110.6 35.8 70.6.